1.
13
Properties=species:S:1:pos:R:3:forces:R:3 method="wB97M-V/def2-TZVPD" homo_ev=-8.6 e_above_lowest_kj_mol=526.1 largest_force_ha_per_bohr=0.1597 energy_ev=-27957.826 e_lumo_ev=-0.3 orbital_gap_ev=8.27
S 1.48517 0.95608 -1.75340 -3.824 -2.069 1.196
S 2.17422 -0.80874 1.31156 2.925 -1.868 2.290
O -1.27458 -1.20607 1.15876 3.067 -7.382 -1.879
C 0.96288 -0.25125 0.58461 -3.158 1.457 -3.024
C -0.46091 -0.73503 0.08251 -0.227 2.499 4.964
C 0.69605 1.12214 -0.00793 -2.793 -6.043 -3.560
C -0.85982 0.70321 -0.03053 1.001 2.644 -0.492
H -0.46628 -1.21885 -0.82835 -0.285 -1.840 -1.554
H -1.51167 1.18155 0.76800 1.052 -1.058 -0.702
H -1.29092 0.89194 -0.98295 -0.674 0.661 -0.750
H 0.30592 -0.09159 -1.81158 3.200 2.324 -1.141
H 1.03962 1.87143 0.46779 2.320 5.603 3.222
H -0.79968 -2.41483 1.04150 -2.603 5.072 1.430


2.
6
Properties=species:S:1:pos:R:3:forces:R:3 method="wB97M-V/def2-TZVPD" homo_ev=-9.7 e_above_lowest_kj_mol=196.5 largest_force_ha_per_bohr=0.1188 energy_ev=-73173.079 e_lumo_ev=0.5 orbital_gap_ev=10.24
Br -1.83115 -0.31827 0.22515 -0.601 0.320 0.364
O 0.87146 0.13782 0.85342 -1.022 -0.412 -0.416
C 0.02664 -0.29196 -0.15292 0.691 5.479 -2.612
H 0.28091 0.65172 -1.44940 -0.918 -2.176 3.317
H 0.14820 -1.15953 -0.67604 1.502 -2.469 -0.329
H 0.50394 0.98021 1.19979 0.348 -0.741 -0.324


3.
21
Properties=species:S:1:pos:R:3:forces:R:3 method="wB97M-V/def2-TZVPD" homo_ev=-13.3 largest_force_ha_per_bohr=0.0982 energy_ev=-17678.776 e_lumo_ev=-2.8 charge=+1 orbital_gap_ev=10.52
N 1.82818 0.56559 0.33249 -0.074 0.508 -0.247
N 0.55126 -1.42256 -0.02581 3.519 -1.424 -2.628
N -1.92308 0.59037 0.86260 -0.823 -0.759 -2.848
N -0.35438 -0.55879 2.19092 -1.583 0.095 -0.266
N -0.58679 -0.73900 -0.19546 -0.715 -0.412 2.966
N -1.41252 -0.29382 -1.14383 -0.523 0.914 -1.710
N 3.55603 0.10914 -1.00207 0.598 1.672 -1.223
N -3.09951 1.29112 -1.15863 -0.759 2.560 -2.551
N 1.65170 -0.57244 -0.35760 -0.757 -0.834 -0.087
C -0.88982 -0.29960 0.99228 -2.510 2.711 3.445
C -2.22511 0.53603 -0.52624 2.201 -1.762 0.158
C 2.65464 -0.79129 -1.22114 0.863 -0.709 1.564
C 2.97450 1.00568 -0.17109 1.349 -0.038 0.555
H -0.99077 -0.54634 2.98945 0.869 0.128 -0.293
H 2.94878 -1.72585 -1.62692 -0.604 -0.743 -0.822
H -4.07009 1.21629 -1.05846 -1.448 -0.381 0.995
H 0.69848 -2.34876 -0.49768 -0.691 1.300 0.236
H -2.96713 1.67777 -2.12977 0.749 -1.063 1.593
H 0.60803 -0.76688 2.22646 0.856 -0.473 0.472
H 3.58382 1.91417 0.07605 -1.401 -0.886 0.173
H -2.53621 1.15914 1.44447 0.883 -0.404 0.518


4.
46
Properties=species:S:1:pos:R:3:forces:R:3 method="wB97M-V/def2-TZVPD" s2=0.750 homo_ev="-8.5 / -8.6" spin_multiplicity=2 largest_force_ha_per_bohr=0.1714 energy_ev=-38244.835 e_lumo_ev="0.0 / -1.6" orbital_gap_ev="8.51 / 7.01"
O 0.20397 -0.26432 0.70516 2.987 -2.683 0.930
O -1.35738 1.19356 0.62374 -1.536 -0.102 -0.145
O 0.70163 3.05391 2.55431 -1.526 1.942 -1.121
O -3.39944 2.07781 -3.43772 0.442 1.723 -2.537
O -1.57589 -4.12914 0.05625 0.065 2.018 -3.561
O -1.75907 -0.86406 -0.15600 -0.456 -0.656 0.751
O 1.57736 -2.22530 -3.73867 1.013 -0.679 -1.706
O 0.33029 3.76529 -0.74131 -4.542 2.071 0.571
N -1.00528 -3.37029 2.11177 1.930 4.955 1.766
N 2.37680 2.80126 3.95974 2.177 1.534 2.108
N 2.31403 3.79224 -1.69987 1.618 4.259 -2.832
N -2.39036 0.32357 -2.55161 4.304 -3.528 -1.698
N -1.62398 -5.33368 1.80669 -0.934 -7.093 4.303
N 0.93300 -1.10517 -1.91926 -0.155 0.380 0.985
N 1.81002 1.17360 2.60367 1.753 -3.357 -0.922
N -3.85000 1.42908 -1.42372 -2.117 0.428 5.174
N 1.71517 2.08207 -0.72164 1.588 -8.147 2.968
N 1.74150 -3.09054 -1.70924 2.036 -4.370 2.588
C 1.48798 -2.18531 -2.53440 -2.977 6.178 -3.611
C -3.12532 1.35994 -2.51314 -3.410 1.983 -0.408
C 1.64914 2.39262 2.97120 -3.335 0.680 -0.629
C -1.38782 -4.25076 1.22511 -0.036 1.311 -1.867
C 1.32338 3.20843 -1.09641 0.608 1.839 0.798
C -0.95454 -0.00018 0.45191 -0.866 5.113 0.004
Be -1.26505 3.63102 1.19657 1.775 -1.770 -0.665
H 2.27236 3.78507 4.16303 0.533 -0.319 0.449
H 2.67591 0.74508 2.89814 -0.422 -0.550 -0.420
H -0.70961 -2.45871 1.79287 -0.026 -0.038 0.053
H -3.48756 1.06118 -0.55573 0.154 -0.219 -0.141
H 3.09146 2.17460 4.30128 0.030 0.853 0.358
H 0.95985 -1.23646 -0.91818 -0.413 1.604 -0.078
H -0.66040 -3.58648 3.03612 -0.236 -0.117 -0.370
H 1.98726 4.66903 -2.08006 0.988 0.228 -0.247
H -1.91312 0.24912 -3.43862 0.246 -0.439 0.303
H -1.27534 -1.69208 -0.11148 -0.252 -0.984 -0.578
H 1.19641 0.75832 1.91729 -0.193 -0.410 -0.318
H 3.17648 3.35736 -1.99510 -0.635 0.094 -0.236
H -1.26697 -5.32251 2.75142 -0.536 -1.184 -0.087
H 2.68681 2.02422 -0.45206 -0.209 -0.448 -0.374
H 1.33967 -2.95418 -0.79270 0.538 -1.528 -0.065
H -4.59075 2.08845 -1.23237 0.465 0.203 -0.910
H 0.71601 -0.22739 -2.36928 0.183 -0.404 0.161
H 2.12113 -3.83593 -2.27526 -0.141 -1.197 1.470
H -1.77151 -6.22052 1.34643 0.028 0.451 -0.066
H 1.12591 1.41448 -0.24499 -0.308 0.214 0.220
H -2.14396 -0.25837 -1.76373 -0.199 0.162 -0.365


5.
7
Properties=species:S:1:pos:R:3:forces:R:3 method="wB97M-V/def2-TZVPD" homo_ev=-5.0 e_above_lowest_kj_mol=130.9 largest_force_ha_per_bohr=0.0276 energy_ev=-101249.196 e_lumo_ev=1.9 charge=-1 orbital_gap_ev=6.89
Br -2.13063 1.06139 -0.03756 -0.840 0.190 0.189
Cl -1.92489 -2.40689 0.61819 0.665 1.147 -0.507
S 0.85625 0.67612 0.14418 1.059 -0.180 0.669
F -0.72752 -0.49991 -1.62238 -0.074 -0.317 0.555
O 1.96264 -0.20727 -0.19767 -0.157 0.016 -0.189
O 0.75360 1.01964 1.55509 -0.144 0.064 -0.149
C -0.76307 -0.19420 -0.33514 -0.509 -0.919 -0.568


6.
102
Properties=species:S:1:pos:R:3:forces:R:3 method="wB97M-V/def2-TZVPD" homo_ev=-6.2 e_above_lowest_kj_mol=99.0 largest_force_ha_per_bohr=0.0465 energy_ev=-57882.702 e_lumo_ev=2.6 charge=-1 orbital_gap_ev=8.80
O -6.12524 -18.52980 8.79756 -0.100 -0.528 0.345
O -6.75802 -19.21287 13.55213 0.476 -0.176 0.196
O -4.74730 -17.72271 12.16868 0.053 -0.359 -0.020
O 3.32853 -18.68885 12.86106 0.272 0.187 0.152
O -8.54671 -21.20471 13.88325 0.135 -0.402 -0.093
O 0.91047 -16.26094 16.18920 0.476 -0.225 0.485
O -3.91173 -13.80718 13.25168 1.902 0.000 -1.453
O -3.92428 -18.64551 10.38026 0.261 -0.123 0.975
O -5.44057 -14.93428 11.29484 0.302 -0.362 0.166
O -7.46320 -17.02487 10.91764 -0.799 -0.099 0.391
O -5.91549 -13.58601 14.27717 -1.696 0.109 1.390
O -2.61308 -17.71304 11.85290 -0.230 -0.796 -0.413
O -5.18994 -22.94139 6.51573 -0.201 0.118 -0.165
N -2.26826 -16.05396 14.29556 1.196 0.844 0.086
N -3.75155 -18.07634 11.48581 0.071 1.233 -0.612
N -0.02916 -19.85563 12.06677 -0.073 0.118 1.217
N -7.27788 -15.96676 13.67044 -0.430 1.627 -0.198
N -5.20792 -21.50282 9.93540 0.035 0.884 -0.548
C 4.24213 -17.93558 12.10267 0.912 -0.098 0.334
C 1.30125 -17.14849 17.23314 -0.559 0.302 -0.911
C -4.10270 -14.58804 10.93251 0.029 -0.217 0.049
C -8.28726 -20.71495 12.58081 -0.370 1.060 -0.426
C -7.71027 -16.90241 9.52670 0.627 0.302 -0.155
C -4.76951 -22.07403 7.56008 -0.236 -0.712 0.385
C 1.73230 -20.97848 13.29868 0.929 -0.298 1.103
C -7.82273 -14.62150 13.27013 0.054 -1.543 0.102
C -6.90410 -20.10056 12.47358 -0.905 -0.409 -1.047
C -5.34502 -12.56188 15.07524 0.365 0.252 -0.176
C -4.18474 -23.12966 5.54988 -0.084 0.011 0.068
C -0.18952 -16.75809 15.47606 -0.808 -0.337 -0.572
C -7.13868 -21.83680 8.49102 -0.239 0.526 -0.549
C -3.55704 -13.54646 11.91212 -0.006 -0.177 0.151
C -7.50524 -18.28944 8.96309 0.128 0.115 0.037
C -9.35416 -14.64378 13.24894 0.389 0.581 -0.507
C 1.10936 -19.63480 12.99761 0.113 -0.172 -1.084
C -0.96048 -15.61317 14.83744 0.176 -0.271 -0.212
C 2.05574 -18.70721 12.27077 -0.337 0.658 -0.651
C -5.69351 -22.23737 8.75913 -0.024 -0.610 0.563
C -1.17812 -14.52592 15.86860 0.243 0.685 0.126
C -7.31770 -13.54837 14.19513 -0.389 0.836 -0.398
H -4.71516 -11.94418 14.42385 -0.340 0.187 0.190
H -3.47013 -15.47907 10.90974 -0.074 -0.024 0.082
H -6.20661 -20.93726 12.34906 0.491 0.335 0.738
H -7.61045 -12.57572 13.75402 -0.077 -0.106 0.189
H -0.51314 -18.97659 11.88091 0.020 -0.007 -0.085
H -8.16340 -20.52162 14.45079 0.021 -0.134 0.082
H -7.96470 -18.92782 9.72898 0.026 -0.409 -0.323
H -6.75710 -16.44843 11.22081 0.247 0.101 -0.757
H -4.14599 -14.17950 9.92214 0.089 0.072 -0.017
H 2.29120 -16.84024 17.55067 0.010 -0.038 0.288
H 3.74630 -17.14001 11.54644 0.046 0.001 -0.151
H -8.38750 -21.45256 11.78054 -0.030 -0.498 0.505
H -7.72687 -22.66882 8.10644 0.030 -0.042 0.010
H -5.73108 -23.30525 9.00733 0.304 0.034 0.018
H -1.50037 -14.93611 16.82779 -0.183 -0.043 -0.060
H -9.69548 -15.44493 12.59606 0.003 -0.133 0.101
H -9.05088 -19.95153 12.35630 0.161 0.092 -0.030
H -5.70741 -18.59304 9.67951 0.264 0.332 -0.274
H 0.15203 -17.44087 14.68823 0.028 -0.060 0.040
H -7.45707 -16.57295 12.87931 -0.287 -0.473 0.440
H -4.20045 -21.54133 10.08611 -0.056 -0.607 -0.167
H 1.03465 -21.65782 13.79728 -0.230 -0.020 -0.460
H -3.39273 -23.79595 5.91890 0.048 0.156 0.072
H -9.75008 -14.78166 14.25561 -0.133 0.011 -0.004
H -6.86685 -19.56982 11.51455 0.083 0.117 0.113
H -6.13488 -11.97987 15.54920 0.143 0.065 0.163
H 2.22680 -21.45444 12.45144 -0.491 0.020 -0.293
H 5.00104 -17.48635 12.75639 -0.430 0.088 0.219
H 2.10930 -18.93385 11.19583 0.126 -0.602 0.131
H -3.93542 -12.57533 11.56679 0.135 0.223 0.244
H -7.79383 -13.59183 15.18800 0.238 -0.257 -0.018
H -3.74905 -22.16599 5.26335 0.087 -0.090 -0.128
H -7.87212 -16.25267 14.44356 0.272 -0.527 -0.051
H -4.87762 -13.77916 13.35072 -0.075 -0.454 -0.306
H -5.32383 -15.64050 11.95861 0.037 0.196 0.164
H -0.28840 -15.23812 14.04548 -0.176 0.248 0.031
H -2.46688 -13.55557 11.91262 0.097 0.201 -0.420
H 4.85948 -18.57480 11.45313 -0.535 -0.005 -0.339
H -2.13514 -16.51005 13.38856 -0.223 -0.197 0.416
H -7.20620 -21.03149 7.75072 0.138 -0.049 0.005
H -4.65214 -13.00036 15.79570 -0.299 -0.078 0.171
H 0.84842 -19.12862 13.93189 -0.223 -0.228 0.076
H 0.54203 -17.09181 18.01910 0.270 -0.078 0.302
H -3.77898 -22.42237 7.88303 0.155 0.461 -0.043
H -0.25656 -13.96885 16.05285 0.047 -0.183 0.055
H -1.89912 -13.77768 15.52826 -0.176 -0.210 -0.043
H -2.67716 -15.14774 14.05701 -0.686 -0.553 -0.057
H 1.61107 -17.69408 12.25675 0.131 0.001 0.324
H -9.72126 -13.70706 12.81040 -0.193 -0.036 0.277
H 1.32197 -18.17482 16.85132 0.200 -0.058 0.118
H 2.54243 -20.89533 14.03764 -0.124 0.361 -0.099
H -6.95020 -16.23540 9.11189 -0.184 0.077 -0.248
H -0.89353 -17.33139 16.09806 0.126 0.164 0.234
H -7.95364 -18.48553 7.98831 -0.252 0.253 0.046
H -4.77200 -21.02193 7.24962 0.243 -0.046 -0.127
H -7.62377 -21.43904 9.38239 0.116 -0.238 0.180
H -5.29316 -20.52177 9.66044 -0.237 -0.008 0.400
H -4.63233 -23.60709 4.67884 -0.064 0.083 -0.021
H -7.45317 -14.42257 12.26066 0.003 0.076 0.160
H -0.70023 -20.36778 12.63920 -0.178 -0.077 -0.441
H -8.70579 -16.50053 9.31077 -0.087 -0.044 0.240
H -5.94428 -18.70780 13.39715 -0.046 0.124 0.008